Record 1
Entry from the OMol25 dataset: a single C5H9NOS molecule (wB97M-V/def2-TZVPD).

```
17
C5H9NOS | the OMol25 dataset | wB97M-V/def2-TZVPD
O 3.36318 -0.77948 -1.29363
C 2.04167 -0.17687 -1.03024
C 1.66478 -0.79303 0.50027
N 0.47804 -0.12135 1.06627
C -0.10653 1.10558 0.43216
C -1.46165 0.36891 0.22322
S -3.00737 0.76731 0.08315
C -0.71537 -0.99515 0.38064
H 3.83755 0.14538 -1.17652
H 1.85892 0.82482 -1.48377
H 1.32903 -0.66687 -1.81417
H 2.77286 -0.73055 1.19917
H 1.51421 -2.03525 0.51893
H -0.59091 1.72670 1.37847
H 0.38718 1.56454 -0.48006
H -0.39350 -1.33839 -0.59694
H -1.38641 -1.73864 0.97326
```

Results
Multiplicity: 1
SMILES: OCCN1CC(=S)C1
Energy above the lowest of the compared OMol25 structures with the same formula, charge and spin (kJ/mol): 628.9
Molecular weight (g/mol): 131.20
Lowest unoccupied orbital energy (eV): -0.105

Atom charges from the Löwdin analysis, given in e for atoms 1 to 2: -0.153 -0.248

---

Record 2
Entry from the OMol25 dataset: a single C5H4FNO molecule (wB97M-V/def2-TZVPD).

```
12
C5H4FNO | the OMol25 dataset | wB97M-V/def2-TZVPD
N 2.80779 -0.48544 0.05684
C 1.97208 0.28680 -0.17233
C 0.95686 1.27797 -0.35282
C -0.32913 1.06054 -0.01084
F -1.08493 2.17040 0.03432
C -1.06421 -0.14749 0.34434
C -0.59790 -1.51928 0.11067
O -1.58870 -0.90154 -0.74217
H 1.30500 2.23562 -0.70592
H -1.78641 0.00812 1.14501
H 0.38329 -1.58430 -0.34849
H -0.97373 -2.40139 0.64141
```

Results
Multiplicity: 1
SMILES: N#C/C=C(/F)[C@@H]1CO1
Energy above the lowest of the compared OMol25 structures with the same formula, charge and spin (kJ/mol): 217.3
Molecular weight (g/mol): 113.09
Lowest unoccupied orbital energy (eV): 0.031

Atom charges from the Löwdin analysis, given in e for atoms 1 to 2: 0.155 -0.229

---

Record 3
Entry from the OMol25 dataset: a 2-piece molecular cluster, C3H12N2OS overall (wB97M-V/def2-TZVPD).

```
19
C3H12N2OS | the OMol25 dataset | wB97M-V/def2-TZVPD
N 0.51580 -0.77438 0.79735
C 0.17770 -0.08098 -0.43852
C -0.21920 -1.13696 -1.48592
S -1.96196 -1.67363 -1.28392
C 1.41091 0.59528 -1.00421
N 2.00593 1.73293 -0.24913
H -0.22140 -1.14665 1.35787
H 1.27577 -0.27910 1.22101
H -0.70176 0.56712 -0.38342
H 0.38271 -2.04190 -1.41125
H -0.15083 -0.79250 -2.51642
H -1.81487 -2.01857 0.02746
H 2.22068 -0.09999 -1.20788
H 1.09534 0.96054 -1.99582
H 2.34186 2.39313 -0.93859
H 1.27665 2.23416 0.24575
H 0.49733 2.17420 4.81480
H -0.64936 2.85054 3.97150
O 0.24414 2.48779 3.94063
```

Results
Multiplicity: 2
Energy above the lowest of the compared OMol25 structures with the same formula, charge and spin (kJ/mol): 58.4
Charge: -1
⟨S²⟩: 0.7504
Molecular weight (g/mol): 124.21
Lowest unoccupied orbital energy (spin up / spin down) (eV): 3.109 / 3.281

Atom charges from the Löwdin analysis, given in e for atoms 1 to 2: 0.039 -0.525